This record from the Open Molecules 2025 dataset describes C23H41FIrP2 as an isolated structure in a non-equilibrium geometry. The level of theory is wB97M-V/def2-TZVPD.

Cartesian coordinates (Å):
Ir1 -2.4392 0.9010 1.9454
C1 -0.8987 3.0431 -0.4201
C2 -2.0284 2.2557 -0.6927
C3 -2.0366 2.9110 1.6553
C4 -0.8043 3.3035 0.9494
C5 -2.9096 2.1328 0.4891
C6 0.0203 3.6735 -1.4448
H1 -0.0744 3.1923 -2.4264
H2 1.0687 3.5848 -1.1210
H3 -0.2097 4.7561 -1.5630
C7 0.2668 4.1567 1.5327
H4 1.0449 4.3540 0.7780
H5 0.7100 3.6842 2.4228
H6 -0.1586 5.1203 1.8491
C8 -2.7078 3.8676 2.6089
H7 -3.0876 4.7279 2.0314
H8 -1.9327 4.2742 3.2808
H9 -3.4940 3.3710 3.2052
C9 -4.3906 2.4652 0.3375
H10 -4.4915 3.5850 0.2105
H11 -4.9689 2.0198 1.1914
H12 -4.7466 1.9108 -0.5589
C10 -2.4230 1.9125 -2.0870
H13 -2.7854 2.7929 -2.6672
H14 -3.2131 1.1442 -2.0696
H15 -1.5605 1.4953 -2.6471
C11 3.0827 1.0547 -0.4072
C12 2.4842 0.9405 -1.6102
C13 2.4566 -0.3006 -2.4935
C14 1.2972 -1.2474 -2.1744
C15 1.0439 -1.2915 -0.7259
C16 1.8459 -1.1983 0.4102
C17 3.3281 -1.3223 0.4814
C18 4.0809 0.0209 0.1674
H16 3.4266 -0.8345 -2.5266
H17 1.5531 -2.2398 -2.5735
H18 2.2903 -0.0191 -3.5380
H19 4.9454 -0.2404 -0.5040
H20 3.0861 2.0689 0.0594
H21 2.0224 1.8215 -2.1284
H22 4.5547 0.4567 1.0773
H23 3.6592 -1.5923 1.4969
H24 1.3816 -0.6993 1.2728
H25 3.8075 -2.1636 -0.0337
H26 0.3206 -0.9268 -2.6106
H27 0.1248 -0.6389 -0.4979
P1 1.0353 -3.5837 -0.5613
C19 2.6315 -4.4478 -0.0929
C20 0.5477 -4.6561 -1.9876
P2 -0.8536 -1.9103 1.0601
C21 -0.1599 -3.7588 0.7115
C22 -2.3736 -1.9973 0.0739
C23 -0.6022 -2.1202 2.8605
H28 2.7872 -4.4769 0.9969
H29 3.4922 -3.9423 -0.5638
H30 2.6377 -5.4923 -0.4547
H31 0.9539 -5.6732 -1.8764
H32 0.9340 -4.2504 -2.9339
H33 -0.5441 -4.7397 -2.0483
H34 0.0759 -2.9685 3.0870
H35 -1.5914 -2.2807 3.3177
H36 -0.1188 -1.1898 3.2092
H37 0.3980 -4.1639 1.5731
H38 -0.9049 -4.5071 0.3967
H39 -3.1617 -1.5655 0.7058
H40 -2.5733 -3.0279 -0.2422
H41 -2.2245 -1.3444 -0.8033
F1 -2.9267 -0.1874 3.6411

Calculated values
- 2S+1: 6
- <S²>: 8.8374
- Charge: +2
- HOMO (spin up / spin down): -13.04 / -13.85 eV
- ΔE to the lowest compared entry with this formula, charge and spin: 1.864 eV
- M: 590.74 g/mol
- Maximum force: 3.3 eV/A



This record from the Open Molecules 2025 dataset describes C23H41GaNO2P2 as an isolated structure in a non-equilibrium geometry. The level of theory is wB97M-V/def2-TZVPD.

Cartesian coordinates (Å):
Ga1 -3.8152 -0.1787 0.9083
C1 1.0753 -0.7353 4.0823
C2 1.1350 0.6099 3.6280
C3 -0.9782 0.2313 4.4219
C4 -0.2500 -0.9751 4.5269
C5 -0.1501 1.1983 3.7822
C6 2.2236 -1.6293 4.3119
H1 2.9763 -1.5389 3.5194
H2 1.8930 -2.6722 4.3812
H3 2.6986 -1.3527 5.2681
C7 -0.7953 -2.2527 5.0105
H4 -0.0246 -3.0382 4.9757
H5 -1.6390 -2.5938 4.3817
H6 -1.1691 -2.2058 6.0500
C8 -2.3341 0.4275 4.9401
H7 -2.3755 0.6378 6.0188
H8 -2.9423 -0.4706 4.7700
H9 -2.7889 1.2932 4.4422
C9 -0.5060 2.5851 3.4151
H10 -0.2941 3.3238 4.2116
H11 -1.5766 2.6344 3.1771
H12 0.0557 2.8955 2.5192
C10 2.3525 1.3588 3.2878
H13 2.6074 2.0389 4.1221
H14 2.2449 1.9878 2.3916
H15 3.2123 0.6970 3.1269
C11 0.2145 -2.1398 0.2379
C12 1.3096 -1.6715 0.8343
C13 2.3699 -0.8043 0.2327
C14 1.9015 0.0945 -0.9365
C15 0.8493 1.0097 -0.4443
C16 -0.4685 0.7963 -0.6185
C17 -1.1776 -0.3911 -1.1748
C18 -0.4858 -1.7670 -1.0380
H16 3.1880 -1.4556 -0.1286
H17 1.5560 -0.5439 -1.7729
H18 2.7832 -0.1596 1.0232
H19 0.1293 -1.9297 -1.9255
H20 -0.3653 -2.8882 0.8111
H21 1.6563 -2.2016 1.7354
H22 -1.2932 -2.4976 -1.1903
H23 -2.1792 -0.4901 -0.6803
H24 -1.1622 1.5446 -0.2101
H25 -1.4466 -0.2769 -2.2460
H26 2.7552 0.6788 -1.3326
H27 1.1683 1.8189 0.2237
P1 0.5685 -0.3928 -3.8361
C19 0.4032 -2.0595 -4.6068
C20 2.1813 0.0761 -4.6063
P2 -1.0551 2.1852 -4.1338
C21 -0.6003 0.5461 -4.8840
C22 0.1472 3.2174 -5.1053
C23 -2.4933 2.4779 -5.2551
H28 -0.6026 -2.4483 -4.4163
H29 1.1160 -2.7605 -4.1540
H30 0.5684 -2.0344 -5.6920
H31 2.2344 -0.1526 -5.6783
H32 3.0049 -0.4648 -4.1225
H33 2.4064 1.1392 -4.4678
H34 -2.2165 2.3778 -6.3136
H35 -2.9372 3.4626 -5.0694
H36 -3.2494 1.7223 -5.0187
H37 -1.5276 -0.0407 -4.9625
H38 -0.1780 0.6847 -5.8918
H39 -0.0456 4.2864 -4.9581
H40 0.1074 3.0171 -6.1844
H41 1.1780 3.0578 -4.7708
O1 -3.0320 -3.0392 2.8052
N1 -3.4951 -1.9303 2.5097
O2 -4.6214 -1.9293 1.7424

Calculated values
- Charge: +1
- HOMO (spin up / spin down): -10.29 / -10.29 eV
- ΔE to the lowest compared entry with this formula, charge and spin: 0.000 eV
- M: 495.26 g/mol
- Maximum force: 3.2 eV/A



This record from the Open Molecules 2025 dataset describes C23H41MoN2OP3 as an isolated structure in a non-equilibrium geometry. The level of theory is wB97M-V/def2-TZVPD.

Cartesian coordinates (Å):
Mo1 0.0394 -0.2034 0.3386
P1 1.6849 1.3438 1.7645
P2 -1.2173 1.7787 -0.3057
P3 2.0186 -0.7972 -0.9298
H1 -2.2213 -1.7768 0.9159
C1 -1.5304 -1.8408 0.0719
C2 -0.2203 -2.4375 0.2827
H2 0.0218 -2.8689 1.2566
C3 1.0120 2.0580 3.3217
C4 2.3958 2.8659 1.0036
C5 3.1839 0.5371 2.4834
C6 -2.9679 1.6352 -0.8092
C7 -1.2576 3.1271 0.9275
C8 -0.4816 2.5014 -1.8030
C9 3.0142 -2.0375 0.0042
C10 3.1934 0.5234 -1.4012
C11 1.9527 -1.6506 -2.5491
H3 -2.0610 -2.0547 -0.8692
H4 0.2595 -2.9234 -0.5714
H5 0.9807 1.2924 4.1060
H6 0.0000 2.4436 3.1737
H7 1.6493 2.8864 3.6572
H8 1.6083 3.5352 0.6432
H9 3.0508 2.6145 0.1646
H10 2.9869 3.4014 1.7582
H11 2.8882 -0.1799 3.2640
H12 3.8234 1.3029 2.9509
H13 3.7689 0.0144 1.7171
H14 -3.1784 2.3834 -1.5894
H15 -3.6110 1.8352 0.0553
H16 -3.1907 0.6272 -1.1817
H17 -1.7018 4.0280 0.4834
H18 -0.2537 3.3738 1.2909
H19 -1.8673 2.8234 1.7864
H20 -1.1465 3.3014 -2.1537
H21 -0.4113 1.7156 -2.5674
H22 0.5153 2.9052 -1.5968
H23 3.9949 -2.1366 -0.4815
H24 2.5030 -3.0079 -0.0417
H25 3.1464 -1.7554 1.0545
H26 3.7830 0.1685 -2.2596
H27 3.8708 0.7739 -0.5748
H28 2.6335 1.4132 -1.7204
H29 2.8926 -1.4759 -3.0877
H30 1.1075 -1.2513 -3.1180
H31 1.8208 -2.7257 -2.3947
C12 -1.6683 -1.2430 -3.4709
C13 -2.8883 -0.6715 -3.8645
C14 -3.5303 -1.1739 -4.9945
C15 -2.9939 -2.2617 -5.6879
C16 -1.8639 -2.9236 -5.1948
C17 -1.2056 -2.4325 -4.0658
O1 -0.8029 -0.4752 -2.7118
H32 -0.8820 -0.5933 -1.6723
H33 -3.2558 0.1938 -3.3168
H34 -4.4271 -0.6696 -5.3587
H35 -3.4673 -2.6118 -6.6045
H36 -1.4641 -3.7930 -5.7221
H37 -0.3225 -2.9226 -3.6658
N1 1.6645 -1.8299 6.3340
C18 0.8741 -1.4529 5.5546
C19 -0.1160 -0.9464 4.6318
C20 -1.2474 -0.2814 5.1027
C21 -2.1530 0.2259 4.1917
C22 -1.8934 0.0865 2.8258
N2 -0.7430 -0.4627 2.3871
C23 0.0813 -1.0945 3.2575
H38 -1.4075 -0.1925 6.1789
H39 -3.0612 0.7278 4.5091
H40 -2.6094 0.3934 2.0565
H41 0.9010 -1.6818 2.8306

Calculated values
- 2S+1: 3
- <S²>: 2.2175
- Charge: +4
- HOMO (spin up / spin down): -20.98 / -20.98 eV
- ΔE to the lowest compared entry with this formula, charge and spin: 0.000 eV
- M: 550.46 g/mol
- Maximum force: 3.9 eV/A



This record from the Open Molecules 2025 dataset describes C23H41N2O2P2Pt as an isolated structure in a non-equilibrium geometry. The level of theory is wB97M-V/def2-TZVPD.

Cartesian coordinates (Å):
Pt1 0.1027 -0.7784 -0.4216
P1 -2.1256 -0.5501 -0.9584
C1 -1.9978 -0.1130 -2.6737
C2 -0.7736 0.3925 -3.1635
N1 0.3537 0.2331 -2.3775
C3 1.5812 0.5567 -2.8027
C4 1.7612 1.2449 -4.0059
C5 0.6485 1.4837 -4.8131
C6 -0.5990 1.0355 -4.4196
C7 2.7657 0.1906 -1.9171
P2 2.3449 -1.2104 -0.8016
H1 -1.4848 1.1655 -5.0390
H2 2.7668 1.5635 -4.2762
H3 0.7731 2.0209 -5.7508
H4 3.6450 -0.0714 -2.5235
H5 3.0408 1.0417 -1.2715
H6 -1.9349 -2.1892 -3.9946
H7 -2.8712 -0.0428 -3.3212
H8 -0.8997 -3.7896 -2.9313
O1 -1.7388 -3.1344 -4.1534
H9 -2.1705 -3.3702 -4.9920
H10 -0.1169 -2.2972 -1.0745
O2 -0.4069 -3.9902 -2.0813
H11 0.3254 -4.5892 -2.3212
C8 2.6846 -2.6651 -1.8373
H12 3.7146 -2.6486 -2.2193
H13 2.5338 -3.5711 -1.2360
H14 1.9814 -2.6972 -2.6797
C9 3.5539 -1.2298 0.5407
H15 3.4778 -2.1608 1.1151
H16 4.5766 -1.1647 0.1426
H17 3.3846 -0.3814 1.2149
C10 -2.9611 0.7662 -0.0238
H18 -3.9702 0.9437 -0.4228
H19 -3.0308 0.4826 1.0359
H20 -2.3837 1.6964 -0.0930
C11 -3.1410 -2.0363 -0.7640
H21 -3.2902 -2.2267 0.3086
H22 -4.1191 -1.8941 -1.2447
H23 -2.6276 -2.8968 -1.2121
C12 -1.1043 3.5883 4.6828
C13 -0.6862 3.0858 3.3194
C14 -0.5042 3.9798 2.2584
C15 -0.1033 3.5224 0.9954
C16 0.1021 4.5126 -0.1128
C17 0.1154 2.1548 0.8020
C18 -0.0599 1.2014 1.8462
C19 -0.4681 1.7279 3.1094
N2 0.1398 -0.1377 1.6030
C20 0.2053 -1.1234 2.7145
C21 1.2512 -0.6953 3.7494
C22 -1.1764 -1.3308 3.3394
C23 0.6435 -2.4934 2.2078
H24 -0.3366 4.2524 5.1079
H25 -2.0404 4.1641 4.6282
H26 -1.2575 2.7605 5.3880
H27 -0.6687 5.0481 2.4366
H28 -0.8005 5.1124 -0.2914
H29 0.9033 5.2215 0.1366
H30 0.3701 4.0024 -1.0419
H31 0.4343 1.7972 -0.1852
H32 -0.6343 1.0671 3.9584
H33 1.0593 0.2809 4.1995
H34 1.2818 -1.4424 4.5536
H35 2.2434 -0.6589 3.2799
H36 -1.8211 -1.8913 2.6490
H37 -1.0624 -1.9245 4.2563
H38 -1.6833 -0.3962 3.5892
H39 -0.0342 -2.8775 1.4376
H40 1.6488 -2.4404 1.7834
H41 0.6700 -3.1865 3.0594

Calculated values
- 2S+1: 5
- <S²>: 6.0788
- Charge: +3
- HOMO (spin up / spin down): -17.18 / -17.63 eV
- M: 634.62 g/mol
- Maximum force: 1.7 eV/A



This record from the Open Molecules 2025 dataset describes C23H41N2OP3Ti as an isolated structure in a non-equilibrium geometry. The level of theory is wB97M-V/def2-TZVPD.

Cartesian coordinates (Å):
Ti1 -0.1980 0.0782 -0.2083
P1 -1.5432 -2.0021 0.4505
P2 -0.0604 -1.3423 -2.4053
P3 -2.0632 1.2574 1.0892
H1 3.6890 0.8770 3.8962
C1 3.5469 1.2784 2.8816
C2 2.8190 2.5706 2.9039
H2 2.2843 2.8517 3.8060
C3 -0.5002 -3.5102 0.5323
C4 -2.9735 -2.5630 -0.5426
C5 -2.2233 -2.1103 2.1513
C6 1.3634 -0.6578 -3.3231
C7 0.1011 -3.1231 -2.8218
C8 -1.4668 -0.8291 -3.4577
C9 -1.9912 1.3519 2.9156
C10 -3.7967 0.7880 0.7141
C11 -2.0951 3.0305 0.6562
H3 4.5186 1.3094 2.3611
H4 2.8014 3.1835 2.0078
H5 0.2689 -3.4044 1.3062
H6 -0.0080 -3.7196 -0.4216
H7 -1.1527 -4.3547 0.7935
H8 -2.6768 -2.8270 -1.5645
H9 -3.7341 -1.7734 -0.5838
H10 -3.4033 -3.4481 -0.0531
H11 -1.4273 -1.9615 2.8913
H12 -2.6313 -3.1228 2.2825
H13 -3.0212 -1.3840 2.3342
H14 1.3407 -1.0372 -4.3535
H15 2.2956 -0.9791 -2.8419
H16 1.3389 0.4388 -3.3386
H17 0.1845 -3.2318 -3.9140
H18 -0.7632 -3.7019 -2.4741
H19 1.0143 -3.5238 -2.3633
H20 -1.2357 -1.0787 -4.5020
H21 -1.6373 0.2503 -3.3706
H22 -2.3822 -1.3475 -3.1506
H23 -2.8004 1.9960 3.2884
H24 -1.0252 1.7845 3.2101
H25 -2.0812 0.3582 3.3695
H26 -4.4543 1.6276 0.9798
H27 -4.1200 -0.1048 1.2607
H28 -3.8983 0.5939 -0.3617
H29 -2.9206 3.5261 1.1868
H30 -2.2356 3.1592 -0.4240
H31 -1.1474 3.5046 0.9399
C12 0.1799 2.5342 -1.9872
C13 -0.1612 2.8395 -3.3174
C14 0.3517 3.9963 -3.8999
C15 1.1672 4.8617 -3.1649
C16 1.4901 4.5626 -1.8383
C17 1.0148 3.3957 -1.2433
O1 -0.2997 1.4028 -1.4174
H32 2.9121 0.5406 2.3199
H33 -0.8127 2.1592 -3.8660
H34 0.1063 4.2210 -4.9386
H35 1.5520 5.7737 -3.6257
H36 2.1162 5.2360 -1.2549
H37 1.2682 3.1250 -0.2133
N1 4.3179 -4.1502 3.9370
C18 3.6769 -3.4066 3.2979
C19 2.8879 -2.4865 2.5089
C20 1.8241 -1.7977 3.0933
C21 1.0863 -0.9115 2.3234
N2 1.3388 -0.7519 0.9929
C22 2.4019 -1.3845 0.4272
C23 3.1795 -2.2649 1.1619
H38 1.5796 -1.9338 4.1476
H39 0.3181 -0.2731 2.7730
H40 2.6020 -1.1735 -0.6277
H41 4.0030 -2.7915 0.6792

Calculated values
- Charge: +4
- HOMO (spin up / spin down): -19.28 / -19.28 eV
- ΔE to the lowest compared entry with this formula, charge and spin: 0.000 eV
- M: 502.38 g/mol
- Maximum force: 2.7 eV/A



This record from the Open Molecules 2025 dataset describes C23H41N2OsP3S as an isolated structure in a non-equilibrium geometry. The level of theory is wB97M-V/def2-TZVPD.

Cartesian coordinates (Å):
Os1 -0.3851 0.5255 -0.5744
P1 -0.6686 -0.7873 2.5543
P2 -0.2912 -1.0889 -2.0347
P3 -2.3820 1.2536 -0.4258
H1 2.7035 -0.6864 -0.5983
C1 2.6484 0.4201 -0.4593
C2 2.2865 1.0347 0.6788
H2 1.8907 0.5057 1.6190
C3 0.7509 -1.0741 3.6218
C4 -1.6615 -2.2859 2.4766
C5 -1.6229 0.5010 3.4260
C6 -0.0922 -0.5962 -3.8140
C7 0.9017 -2.4831 -2.0015
C8 -1.9065 -1.9772 -2.0562
C9 -2.3846 2.7737 0.5503
C10 -3.5853 0.1311 0.3370
C11 -3.1098 1.6585 -2.0508
H3 2.6388 0.9519 -1.4789
H4 2.0123 2.1446 0.7307
H5 1.5901 -0.4647 3.2826
H6 1.0409 -2.1241 3.5879
H7 0.5135 -0.8084 4.6581
H8 -1.0227 -3.1527 2.6443
H9 -2.1143 -2.3711 1.4858
H10 -2.4497 -2.2644 3.2325
H11 -1.2223 1.4932 3.1430
H12 -1.4933 0.3606 4.5179
H13 -2.6962 0.4512 3.1776
H14 -0.0943 -1.4894 -4.4532
H15 0.8658 -0.0791 -3.9514
H16 -0.9014 0.0686 -4.1371
H17 1.1191 -2.8380 -3.0212
H18 0.5092 -3.3222 -1.4125
H19 1.8414 -2.1625 -1.5426
H20 -1.8905 -2.7740 -2.8095
H21 -2.7231 -1.2857 -2.2895
H22 -2.0659 -2.4203 -1.0669
H23 -3.1323 3.4414 0.1009
H24 -1.3917 3.2477 0.4988
H25 -2.6314 2.5492 1.5987
H26 -4.5822 0.4989 0.0627
H27 -3.4543 0.1266 1.4254
H28 -3.4439 -0.8857 -0.0540
H29 -3.0362 2.7431 -2.2118
H30 -4.1582 1.3279 -2.0383
H31 -2.5838 1.1476 -2.8717
C12 0.4630 3.8282 -1.9098
C13 0.3548 4.7327 -2.9993
C14 0.6660 6.0772 -2.8311
C15 1.0955 6.5502 -1.5858
C16 1.1991 5.6709 -0.5119
C17 0.8735 4.3197 -0.6595
S1 0.1264 2.1369 -2.2150
H32 -0.4018 -0.4572 0.9285
H33 0.0166 4.3537 -3.9683
H34 0.5681 6.7482 -3.6793
H35 1.3512 7.6025 -1.4557
H36 1.5328 6.0411 0.4557
H37 0.9354 3.6277 0.1811
N1 4.6512 -7.0371 2.3520
C18 3.9890 -6.1241 2.0524
C19 3.2070 -4.9565 1.7004
C20 3.8083 -3.7058 1.6464
C21 3.0329 -2.5958 1.3142
N2 1.7238 -2.6927 1.0550
C22 1.1357 -3.8866 1.1164
C23 1.8286 -5.0608 1.4380
H38 4.8798 -3.5797 1.8659
H39 3.4693 -1.5967 1.2621
H40 0.0637 -3.9263 0.9033
H41 1.2948 -6.0047 1.4873

Calculated values
- 2S+1: 5
- <S²>: 6.0792
- Charge: +4
- HOMO (spin up / spin down): -18.71 / -19.81 eV
- ΔE to the lowest compared entry with this formula, charge and spin: 0.000 eV
- M: 660.81 g/mol
- Maximum force: 5.7 eV/A